Record 1
ORCA calculation (ωB97M-V with the def2-TZVPD basis set) on C36H44Cl3N4OsSi as an isolated structure in a non-equilibrium geometry.

The geometry in XYZ format:
```
89
Properties=species:S:1:pos:R:3:lowdin_spin:R:1
Os 5.18 13.49 13.20 1.35
C 4.48 10.97 19.09 0.00
C 5.64 11.92 18.75 0.01
C 5.44 12.71 17.51 0.10
C 5.35 14.10 17.50 0.12
C 5.36 15.03 18.72 0.01
C 6.78 15.54 19.06 0.01
C 5.36 14.55 16.13 0.21
C 5.42 15.91 15.70 0.11
C 5.31 16.28 14.45 0.10
C 5.34 17.68 14.04 0.13
C 5.60 18.84 15.01 0.01
C 7.08 19.24 15.32 0.01
C 5.22 17.73 12.67 0.01
C 5.09 16.42 12.22 0.16
C 4.97 16.06 10.85 -0.01
C 5.11 14.73 10.42 0.16
N 5.01 13.58 11.24 0.07
C 5.06 12.44 10.34 0.18
C 5.06 11.08 10.74 0.08
C 5.07 10.67 12.06 0.11
N 4.92 11.45 13.16 0.11
C 5.01 10.59 14.35 0.17
C 5.01 11.02 15.67 -0.01
C 5.20 12.36 16.14 0.20
N 5.24 13.45 15.26 0.03
C 5.24 9.26 13.84 0.03
C 5.28 9.34 12.46 0.09
C 5.63 8.21 11.50 0.01
C 4.31 7.59 11.07 0.01
C 5.33 8.07 14.76 0.00
C 6.43 7.97 15.81 0.00
C 5.16 12.93 8.99 0.09
C 5.14 14.31 9.05 0.11
C 5.08 15.29 7.90 0.01
C 6.26 16.32 7.76 0.01
C 5.31 12.02 7.79 0.01
C 6.56 11.20 7.65 0.00
N 5.08 15.53 13.31 0.12
C 5.18 18.92 11.77 0.00
C 3.81 19.38 11.35 0.00
H 4.89 10.18 19.72 0.00
H 3.98 10.51 18.23 0.00
H 3.74 11.44 19.72 0.00
H 6.63 11.41 18.66 0.00
H 5.73 12.65 19.58 0.00
H 4.91 14.50 19.58 0.00
H 4.71 15.89 18.55 0.00
H 7.10 16.41 18.46 0.00
H 7.48 14.70 18.86 0.00
H 6.92 15.84 20.11 0.00
H 5.49 16.69 16.53 0.00
H 5.16 18.49 15.97 0.00
H 5.03 19.69 14.59 0.00
H 7.40 18.49 16.03 0.00
H 7.20 20.17 15.85 0.00
H 7.73 19.27 14.42 0.00
H 4.84 16.79 10.08 0.00
H 5.24 10.31 9.95 0.00
H 4.95 10.24 16.50 0.00
H 6.18 7.35 11.91 0.00
H 6.15 8.63 10.63 0.00
H 3.70 7.47 11.98 0.00
H 4.45 6.55 10.79 0.00
H 3.72 8.16 10.38 0.00
H 5.36 7.16 14.13 0.00
H 4.42 8.10 15.36 0.00
H 7.36 7.71 15.42 0.00
H 6.11 7.26 16.55 0.00
H 6.54 8.91 16.41 0.00
H 4.15 15.85 8.03 0.00
H 5.09 14.71 6.98 0.00
H 6.05 17.13 8.39 0.00
H 6.40 16.64 6.67 0.00
H 7.16 15.85 8.15 0.00
H 5.16 12.64 6.82 0.00
H 4.49 11.29 7.81 0.00
H 7.35 11.80 7.13 0.00
H 6.46 10.27 7.13 0.00
H 7.08 10.96 8.61 0.00
H 5.81 18.67 10.93 0.00
H 5.68 19.77 12.21 0.00
H 3.17 18.60 10.84 0.00
H 3.88 20.22 10.68 0.00
H 3.28 19.68 12.25 0.00
Cl 8.42 11.64 13.67 0.00
Si 7.48 13.48 12.99 0.04
Cl 8.58 15.05 13.97 0.00
Cl 8.25 13.58 11.03 0.00
```

- Orbital gap (spin up / spin down): 4.4 / 4.9 eV
- ⟨S²⟩: 6.093
- Net charge: +1
- 2S+1: 5
- HOMO energy (spin up / spin down): -8.288 / -10.547 eV

---

Record 2
ORCA calculation (ωB97M-V with the def2-TZVPD basis set) on C36H44CrF3Ge2N4O2 as an isolated structure in a non-equilibrium geometry.

The geometry in XYZ format:
```
92
Properties=species:S:1:pos:R:3:lowdin_spin:R:1
Cr 0.46 -0.12 0.70 3.51
C 0.70 0.84 3.88 0.00
N 0.91 -0.35 3.02 0.01
C -0.11 -1.37 3.31 0.01
C 0.01 -2.48 2.31 0.01
C -0.17 -3.81 2.68 0.00
C -0.10 -4.80 1.71 0.01
C 0.18 -4.42 0.41 0.00
C 0.36 -3.08 0.12 0.01
N 0.29 -2.12 1.05 0.00
C 2.26 -0.92 3.20 0.00
C 3.13 -0.86 1.96 0.01
C 4.46 -1.22 2.07 0.00
C 5.28 -1.14 0.96 0.01
C 4.75 -0.65 -0.23 0.00
C 3.41 -0.31 -0.25 0.01
N 2.60 -0.44 0.80 0.01
C 1.57 2.06 3.64 0.00
C 1.36 3.21 4.39 0.00
C 2.10 4.34 4.11 0.00
C 3.05 4.29 3.10 0.00
C 3.24 3.08 2.45 0.00
N 2.52 1.99 2.72 0.00
H 0.84 0.56 4.93 0.00
H -0.35 1.14 3.75 0.00
H -1.10 -0.91 3.22 0.00
H -0.01 -1.76 4.33 0.00
H -0.39 -4.05 3.71 0.00
H -0.26 -5.83 1.97 0.00
H 0.24 -5.15 -0.39 0.00
H 0.56 -2.76 -0.89 0.00
H 2.18 -1.97 3.50 0.00
H 2.78 -0.40 4.00 0.00
H 4.85 -1.55 3.02 0.00
H 6.32 -1.42 1.02 0.00
H 5.35 -0.54 -1.11 0.00
H 2.97 0.12 -1.14 0.00
H 0.60 3.23 5.16 0.00
H 1.93 5.26 4.66 0.00
H 3.62 5.16 2.82 0.00
H 3.99 2.96 1.68 0.00
C -4.10 1.90 0.60 0.00
C -3.14 1.13 1.51 0.02
Ge -2.05 -0.26 0.53 0.07
C -2.87 -2.00 1.18 0.01
C -4.37 -2.01 0.92 0.00
C -2.56 -0.32 -1.36 0.00
C -1.72 -0.23 -2.38 0.01
Ge 0.23 0.04 -1.91 0.12
C 1.00 1.81 -2.52 0.02
C 1.63 1.88 -3.92 0.01
C 1.42 -1.42 -2.70 0.03
C 0.68 -2.54 -3.44 0.00
C -2.10 -0.24 -3.81 0.00
C -1.13 -0.08 -4.80 0.00
C -1.47 -0.05 -6.14 0.00
C -2.79 -0.18 -6.53 0.00
C -3.77 -0.34 -5.56 0.00
C -3.43 -0.38 -4.22 0.00
H -4.60 2.69 1.16 0.00
H -4.87 1.24 0.19 0.00
H -3.57 2.35 -0.24 0.00
H -3.70 0.61 2.29 0.00
H -2.46 1.83 2.00 0.00
H -2.70 -2.13 2.26 0.00
H -2.40 -2.84 0.68 0.00
H -4.86 -1.15 1.38 0.00
H -4.83 -2.92 1.33 0.00
H -4.58 -1.99 -0.15 0.00
H -3.64 -0.39 -1.53 0.00
H 1.73 2.10 -1.76 0.00
H 0.18 2.52 -2.47 0.00
H 2.26 1.02 -4.15 0.00
H 2.26 2.77 -3.98 0.00
H 0.86 1.97 -4.68 0.00
H 2.01 -1.84 -1.89 0.00
H 2.14 -0.95 -3.38 0.00
H -0.24 -2.84 -2.92 0.00
H 1.31 -3.43 -3.53 0.00
H 0.40 -2.23 -4.44 0.00
H -0.10 0.04 -4.50 0.00
H -0.70 0.07 -6.89 0.00
H -3.06 -0.15 -7.57 0.00
H -4.81 -0.44 -5.85 0.00
H -4.22 -0.50 -3.48 0.00
F -1.54 4.76 0.40 0.00
C -0.54 4.01 0.86 0.00
F 0.61 4.67 0.66 0.00
F -0.71 3.86 2.19 0.00
C -0.50 2.61 0.19 0.01
O -1.28 2.37 -0.71 0.01
O 0.37 1.83 0.71 0.05
```

- Orbital gap (spin up / spin down): 7.5 / 5.8 eV
- ⟨S²⟩: 6.031
- Net charge: +1
- Relative energy (zero: lowest compared OMol25 entry of this formula, charge and spin): 0.0 kJ/mol
- 2S+1: 5
- HOMO energy (spin up / spin down): -10.430 / -10.404 eV

---

Record 3
ORCA calculation (ωB97M-V with the def2-TZVPD basis set) on a 3-piece molecular cluster, C36H44F24N2O2 overall in a non-equilibrium geometry.

The geometry in XYZ format:
```
108
Properties=species:S:1:pos:R:3:lowdin_charge:R:1
C 7.37 2.67 2.28 0.01
C 6.84 3.18 0.99 -0.13
C 5.35 2.75 0.36 -0.30
C 5.16 1.16 0.83 -0.09
N 4.86 -0.12 0.84 0.12
C 5.49 2.95 -1.26 -0.14
C 4.77 1.80 -2.18 -0.10
C 4.05 2.62 -3.45 -0.06
F 4.66 3.77 -4.15 -0.05
C 2.69 2.16 -3.87 -0.03
F 1.55 3.04 -4.24 -0.01
F 2.47 0.68 -3.90 -0.02
C 4.13 3.73 0.94 -0.29
C 3.95 3.31 2.55 -0.09
N 3.76 2.89 3.77 0.12
C 2.74 3.62 0.10 -0.11
C 1.97 2.15 0.25 -0.17
C 0.35 2.35 0.63 -0.21
C 0.10 2.79 2.19 -0.19
C -1.23 3.74 2.43 -0.20
C -1.32 5.04 1.45 -0.21
C -2.85 5.17 0.83 -0.22
C -3.25 3.97 -0.22 -0.20
C -4.22 2.79 0.46 -0.21
C -3.45 1.33 0.54 -0.26
C -3.11 0.77 -0.99 -0.13
C 4.80 5.25 0.97 -0.16
C 3.71 6.47 0.97 -0.17
C 3.56 6.99 -0.57 -0.08
C 2.07 7.52 -0.99 -0.18
F 1.09 7.60 0.12 0.01
F 2.24 8.93 -1.50 -0.02
C 1.36 6.69 -2.22 -0.13
F 0.43 7.67 -2.90 0.01
F 0.45 5.60 -1.70 0.01
F 2.30 6.21 -3.27 0.03
H 8.02 3.42 2.95 0.08
H 7.27 1.58 2.69 0.08
H 7.50 3.98 0.42 0.12
H 6.63 3.08 -1.54 0.14
H 4.98 3.99 -1.54 0.11
H 5.62 1.11 -2.61 0.13
H 3.91 1.20 -1.67 0.10
H 1.92 4.41 0.46 0.11
H 2.85 3.81 -1.07 0.12
H 1.96 1.53 -0.75 0.10
H 2.41 1.49 1.11 0.10
H -0.10 3.11 -0.16 0.10
H -0.15 1.30 0.36 0.11
H -0.10 1.79 2.81 0.12
H 1.07 3.28 2.63 0.09
H -2.24 3.12 2.40 0.10
H -1.15 4.14 3.55 0.12
H -0.49 5.10 0.63 0.08
H -1.17 6.00 2.14 0.11
H -2.91 6.21 0.26 0.11
H -3.62 5.25 1.72 0.11
H -2.28 3.52 -0.72 0.10
H -3.94 4.48 -1.05 0.11
H -4.44 3.11 1.56 0.09
H -5.27 2.71 -0.11 0.12
H -2.43 1.36 1.11 0.08
H -4.15 0.57 1.11 0.10
H -3.90 1.25 -1.72 0.08
H -3.20 -0.41 -0.92 0.07
H -1.99 1.08 -1.24 0.07
H 5.52 5.45 0.04 0.13
H 5.39 5.33 2.01 0.14
H 2.71 6.16 1.50 0.12
H 4.18 7.36 1.59 0.13
H 4.32 7.90 -0.71 0.15
H 3.94 6.14 -1.30 0.12
C -4.34 -6.02 0.64 -0.06
C -5.81 -5.61 0.46 -0.43
C -6.11 -4.79 -0.79 -0.29
F -5.44 -3.62 -0.80 0.08
F -7.43 -4.48 -0.85 0.09
F -6.23 -4.98 1.59 0.12
F -6.54 -6.77 0.40 0.10
O -3.55 -5.19 1.51 0.03
C -3.01 -4.02 0.91 -0.47
C -3.57 -2.72 1.51 -0.25
F -4.92 -2.66 1.39 0.09
F -3.07 -1.63 0.87 0.07
F -3.17 -4.09 -0.43 0.12
F -1.67 -4.08 1.13 0.14
H -4.34 -7.00 1.13 0.14
H -3.83 -6.20 -0.32 0.15
H -5.86 -5.35 -1.69 0.17
H -3.32 -2.65 2.57 0.18
C -0.60 -10.80 -1.48 -0.05
C -1.93 -11.55 -1.37 -0.43
C -3.16 -10.76 -1.80 -0.29
F -3.35 -9.65 -1.04 0.08
F -4.29 -11.50 -1.67 0.09
F -2.07 -12.04 -0.11 0.13
F -1.83 -12.65 -2.19 0.10
O -0.11 -10.20 -0.27 0.03
C -0.65 -8.92 0.04 -0.47
C -1.48 -8.92 1.33 -0.25
F -2.52 -9.79 1.25 0.09
F -2.03 -7.69 1.56 0.09
F -1.33 -8.45 -1.03 0.12
F 0.42 -8.10 0.19 0.14
H 0.16 -11.54 -1.73 0.15
H -0.58 -10.09 -2.31 0.15
H -3.09 -10.45 -2.85 0.18
H -0.87 -9.19 2.19 0.18
```

- Orbital gap: 9.1 eV
- Net charge: 0
- Relative energy (zero: lowest compared OMol25 entry of this formula, charge and spin): 1633.0 kJ/mol
- SMILES: C=C[C@](C#N)(CCC(F)=C(F)F)[C@](C#N)(CCCCCCCCCCC)CCCC(F)(F)C(F)(F)F.FC(F)C(F)(F)COC(F)(F)C(F)F.FC(F)C(F)(F)COC(F)(F)C(F)F
- HOMO energy: -9.733 eV

---

Look up the net charge of the first one.
+1